{"formula": "C3H8N2O2", "method": "the ωB97M-V functional and the def2-TZVPD basis", "relative_energy_kcal_mol": 15.5, "smiles": "NCCNC(=O)O", "fmax_ha_per_bohr": 0.0644, "homo_lumo_gap_ev": 10.52, "multiplicity": 1, "symbols": ["C", "N", "C", "O", "O", "C", "N", "H", "H", "H", "H", "H", "H", "H", "H"], "xyz": [[-0.339, 0.116, -0.445], [0.876, 0.934, -0.249], [1.042, 1.738, 0.818], [-0.098, 1.841, 1.560], [2.032, 2.366, 1.112], [-0.040, -1.318, -0.228], [-1.007, -2.347, -0.751], [-1.140, 0.496, 0.174], [-0.807, 0.193, -1.463], [1.509, 0.937, -1.028], [0.075, 2.526, 2.204], [0.027, -1.627, 0.817], [0.934, -1.606, -0.691], [-1.254, -2.043, -1.691], [-1.810, -2.205, -0.142]]}


{"formula": "C26H31F6N5PS2SbSiTl", "method": "the ωB97M-V functional and the def2-TZVPD basis", "relative_energy_kcal_mol": 23.6, "charge": -2, "fmax_ha_per_bohr": 0.0410, "homo_lumo_gap_ev": [7.04, 6.52], "multiplicity": 2, "symbols": ["Tl", "S", "C", "C", "C", "C", "N", "C", "C", "C", "S", "C", "N", "H", "H", "C", "C", "C", "C", "C", "C", "N", "N", "Si", "C", "C", "C", "H", "H", "H", "H", "H", "H", "H", "H", "H", "H", "H", "H", "H", "H", "H", "F", "P", "F", "F", "F", "F", "F", "N", "C", "C", "C", "C", "C", "C", "H", "H", "H", "H", "H", "C", "Sb", "C", "C", "H", "H", "H", "H", "H", "H", "H", "H", "H"], "xyz": [[0.235, 0.399, 0.259], [-0.213, 2.260, 2.124], [-1.103, 3.354, 1.120], [-1.980, 4.215, 1.779], [-2.739, 5.168, 1.111], [-3.586, 6.017, 1.840], [-4.270, 6.696, 2.470], [-2.634, 5.267, -0.295], [-1.767, 4.408, -0.962], [-0.986, 3.467, -0.297], [0.111, 2.555, -1.282], [-3.363, 6.238, -0.994], [-3.941, 7.051, -1.569], [-2.057, 4.142, 2.853], [-1.677, 4.474, -2.037], [0.859, -2.294, 3.145], [-0.568, -1.977, 2.838], [-1.623, -2.507, 3.569], [-2.925, -2.171, 3.198], [-3.144, -1.389, 2.094], [-2.036, -0.915, 1.351], [-0.788, -1.194, 1.794], [-2.089, -0.199, 0.237], [-3.291, -0.122, -0.972], [-2.316, 0.274, -2.563], [-4.212, -1.801, -1.196], [-4.691, 1.158, -0.685], [1.115, -3.259, 2.706], [1.039, -2.337, 4.217], [1.502, -1.536, 2.704], [-1.434, -3.162, 4.405], [-3.766, -2.539, 3.775], [-4.136, -1.122, 1.769], [-1.290, -0.071, -2.448], [-2.273, 1.342, -2.743], [-2.744, -0.193, -3.446], [-3.511, -2.632, -1.201], [-4.768, -1.824, -2.130], [-4.920, -1.975, -0.389], [-4.295, 2.158, -0.544], [-5.282, 0.914, 0.193], [-5.365, 1.188, -1.535], [3.113, 1.224, 1.752], [4.276, 0.409, 2.541], [4.022, -0.884, 1.566], [5.447, -0.424, 3.300], [3.189, -0.162, 3.589], [4.555, 1.685, 3.492], [5.383, 0.956, 1.475], [1.265, -0.984, -1.119], [1.147, -2.312, -1.039], [1.944, -3.137, -0.219], [1.861, -4.509, -0.298], [0.992, -5.124, -1.187], [0.174, -4.334, -1.982], [0.231, -2.962, -1.905], [2.631, -2.663, 0.462], [2.480, -5.118, 0.349], [0.939, -6.204, -1.244], [-0.529, -4.801, -2.664], [-0.428, -2.347, -2.505], [2.735, 0.679, -3.155], [3.481, 0.231, -1.166], [4.641, -1.487, -1.840], [5.096, 1.760, -1.495], [3.554, 0.838, -3.850], [2.124, 1.572, -3.110], [2.117, -0.144, -3.493], [5.297, -1.182, -2.647], [3.960, -2.256, -2.184], [5.232, -1.869, -1.017], [5.626, 1.513, -2.410], [5.778, 1.792, -0.659], [4.593, 2.716, -1.599]]}


{"formula": "C5H8O", "method": "the ωB97M-V functional and the def2-TZVPD basis", "relative_energy_kcal_mol": 123.6, "fmax_ha_per_bohr": 0.0075, "homo_lumo_gap_ev": 8.09, "multiplicity": 1, "symbols": ["C", "C", "C", "C", "C", "O", "H", "H", "H", "H", "H", "H", "H", "H"], "xyz": [[0.498, -1.976, -1.151], [1.144, -0.983, -0.222], [0.730, 0.325, -0.067], [0.147, 1.459, -0.300], [-0.864, 2.080, 0.584], [-1.364, 1.311, 1.681], [1.266, -2.400, -1.815], [0.043, -2.818, -0.617], [-0.264, -1.493, -1.770], [0.661, -0.170, 1.017], [2.001, -1.336, 0.352], [-1.696, 2.442, -0.040], [-0.415, 2.970, 1.035], [-1.887, 0.588, 1.313]]}